[1]
Computed, not measured: 17 unconnected molecules or ions with the total composition C62H154N4O30 in a non-equilibrium geometry, with ωB97M-V/def2-TZVPD.

Each line ends with the Mulliken spin population.
Cartesian coordinates (Å):
C -0.487 1.624 -0.043  0.000
C -0.759 0.082 0.069  0.000
C 0.506 -0.582 -0.551  0.001
C 0.669 -2.044 -0.096  -0.001
C 0.462 -2.335 1.414  0.000
C -0.822 -1.629 1.988  0.000
N -0.823 -0.181 1.536  0.000
O -1.785 0.563 2.223  0.000
C -2.046 -2.423 1.603  0.000
C -0.610 -1.587 3.571  0.000
C -2.024 -0.267 -0.763  -0.001
H -0.299 1.988 -1.053  0.000
H 0.439 1.932 0.442  0.000
H -1.272 2.224 0.418  0.000
H 0.455 -0.494 -1.637  -0.001
H 1.398 -0.039 -0.240  0.000
H 1.666 -2.450 -0.264  0.001
H 0.006 -2.695 -0.666  -0.001
H 1.373 -1.890 1.812  0.000
H 0.557 -3.383 1.698  0.000
H -1.870 -2.614 0.545  0.000
H -1.849 -3.380 2.086  0.000
H -3.018 -2.000 1.862  0.000
H -0.514 -2.588 3.992  0.000
H 0.155 -0.899 3.930  0.000
H -1.485 -1.125 4.029  0.000
H -2.918 -0.065 -0.172  0.000
H -2.099 -1.231 -1.266  0.000
H -2.132 0.498 -1.531  0.000
H -2.629 0.220 1.918  0.000
C 3.326 5.546 1.719  0.000
C 4.138 5.445 0.378  0.000
C 5.671 5.744 0.664  0.000
C 6.654 5.389 -0.549  0.000
C 6.380 3.995 -0.954  0.000
C 4.860 3.563 -1.234  0.000
N 3.920 4.056 -0.170  0.000
O 2.586 3.625 -0.349  0.000
C 4.521 4.110 -2.661  0.000
C 4.922 2.017 -1.373  0.000
C 3.570 6.544 -0.527  0.000
H 3.339 6.609 1.959  0.000
H 3.831 4.939 2.471  0.000
H 2.324 5.124 1.640  0.000
H 5.725 6.774 1.017  0.000
H 5.876 5.091 1.512  0.000
H 7.712 5.551 -0.342  0.000
H 6.396 5.990 -1.420  0.000
H 6.847 3.185 -0.394  0.000
H 6.833 3.850 -1.935  0.000
H 4.967 5.096 -2.789  0.000
H 4.830 3.354 -3.383  0.000
H 3.457 4.184 -2.884  0.000
H 5.268 1.523 -0.466  0.000
H 3.954 1.570 -1.599  0.000
H 5.705 1.651 -2.038  0.000
H 3.533 6.309 -1.591  0.000
H 4.112 7.490 -0.541  0.000
H 2.529 6.763 -0.289  0.000
H 2.217 4.203 -1.021  0.000
C 1.090 3.359 -4.592  -0.001
C -0.056 4.305 -4.191  0.000
C -1.291 3.438 -4.035  0.000
C -2.560 4.056 -3.501  0.000
C -2.204 4.724 -2.177  0.000
C -0.907 5.614 -2.103  0.000
N 0.146 4.892 -2.832  0.000
O 1.380 5.424 -2.702  0.000
C -1.318 7.000 -2.697  0.000
C -0.507 5.659 -0.597  0.000
C -0.204 5.306 -5.368  0.000
H 0.974 2.540 -5.302  0.000
H 1.410 2.904 -3.655  0.000
H 1.992 3.905 -4.865  0.000
H -1.484 2.844 -4.929  0.000
H -1.022 2.648 -3.334  0.000
H -3.364 3.321 -3.458  0.000
H -2.911 4.880 -4.122  0.000
H -2.110 3.941 -1.424  0.000
H -3.091 5.274 -1.863  0.000
H -1.869 7.135 -3.628  0.000
H -1.857 7.651 -2.009  0.000
H -0.496 7.701 -2.844  0.000
H -1.350 5.995 0.006  0.000
H -0.250 4.631 -0.341  0.000
H 0.396 6.250 -0.447  0.000
H -0.455 4.815 -6.309  0.000
H 0.716 5.881 -5.469  0.000
H -1.050 5.957 -5.147  0.000
H 1.257 6.048 -3.421  0.000
C 0.593 -0.914 -4.900  0.069
C 0.736 -2.451 -5.048  0.033
C -0.497 -2.950 -5.826  -0.002
C -0.401 -2.713 -7.366  -0.015
C 0.877 -3.417 -7.839  0.015
C 2.221 -2.977 -7.208  -0.016
N 1.989 -2.930 -5.732  0.701
O 3.136 -2.633 -5.087  0.069
C 3.181 -4.158 -7.590  0.029
C 2.616 -1.579 -7.765  0.071
C 0.557 -3.051 -3.638  0.025
H 0.488 -0.508 -5.906  0.000
H 1.485 -0.463 -4.466  -0.005
H -0.226 -0.673 -4.223  0.008
H -0.796 -3.995 -5.738  0.003
H -1.314 -2.366 -5.402  -0.003
H -0.446 -1.682 -7.715  0.001
H -1.129 -3.269 -7.958  0.000
H 0.788 -3.264 -8.914  -0.002
H 0.710 -4.440 -7.502  -0.008
H 4.198 -3.819 -7.390  -0.001
H 3.091 -5.046 -6.963  -0.001
H 3.102 -4.423 -8.644  0.001
H 2.614 -1.721 -8.845  0.004
H 1.872 -0.797 -7.619  0.000
H 3.567 -1.241 -7.352  -0.001
H -0.304 -2.767 -3.033  0.002
H 1.386 -2.633 -3.067  0.001
H 0.643 -4.122 -3.457  -0.014
H 3.383 -3.470 -4.688  0.033
C -5.002 2.610 -1.254  0.000
C -4.808 2.662 0.309  0.000
O -4.711 1.337 0.836  0.000
O -6.147 2.026 -1.848  0.000
H -4.178 2.051 -1.697  0.000
H -5.029 3.649 -1.582  0.000
H -5.588 3.267 0.772  0.000
H -3.902 3.223 0.541  0.000
H -4.975 1.331 1.759  0.000
H -5.963 1.889 -2.780  0.000
C -4.469 -3.300 5.294  0.000
C -5.240 -4.443 4.656  0.000
O -4.710 -4.419 3.316  0.000
O -3.064 -3.588 5.414  0.000
H -4.772 -3.204 6.337  0.000
H -4.649 -2.391 4.720  0.000
H -6.255 -4.046 4.617  0.000
H -5.089 -5.420 5.115  0.000
H -3.764 -4.548 3.419  0.000
H -2.669 -2.794 5.780  0.000
C 2.749 1.366 2.170  0.000
C 1.778 2.272 3.002  0.000
O 0.494 1.750 3.426  0.000
O 4.010 2.010 1.934  0.000
H 2.355 0.999 1.222  0.000
H 2.908 0.481 2.786  0.000
H 1.461 3.049 2.306  0.000
H 2.336 2.674 3.847  0.000
H 0.013 1.411 2.668  0.000
H 4.017 2.473 1.094  0.000
C -7.508 -1.139 0.234  0.000
C -6.195 -1.681 0.814  0.000
O -5.075 -1.286 0.085  0.000
O -7.455 0.281 0.229  0.000
H -8.404 -1.486 0.749  0.000
H -7.625 -1.457 -0.802  0.000
H -6.070 -2.761 0.894  0.000
H -6.025 -1.331 1.833  0.000
H -4.930 -0.347 0.226  0.000
H -6.821 0.627 -0.404  0.000
C -2.329 3.966 2.861  0.000
C -1.700 4.447 4.160  0.000
O -2.678 4.762 5.174  0.000
O -3.015 5.081 2.288  0.000
H -2.896 3.062 3.086  0.000
H -1.455 3.784 2.235  0.000
H -1.163 5.372 3.950  0.000
H -0.955 3.743 4.532  0.000
H -2.112 4.947 5.927  0.000
H -3.834 5.243 2.762  0.000
C -2.333 -5.041 -1.457  0.000
C -3.664 -4.284 -1.071  0.000
O -3.669 -2.962 -1.407  0.000
O -2.602 -6.437 -1.316  0.000
H -1.570 -4.678 -0.768  0.000
H -2.055 -4.917 -2.504  0.000
H -3.874 -4.403 -0.008  0.000
H -4.450 -4.783 -1.637  0.000
H -4.312 -2.586 -0.801  0.000
H -2.824 -6.560 -0.390  0.000
C 0.041 -1.928 8.097  0.000
C -1.132 -2.870 8.566  0.000
O -2.408 -2.296 8.575  0.000
O 0.092 -1.799 6.718  0.000
H 0.935 -2.404 8.501  0.000
H -0.041 -0.936 8.543  0.000
H -0.934 -3.029 9.626  0.000
H -1.041 -3.814 8.029  0.000
H -2.948 -3.000 8.942  0.000
H -0.363 -0.976 6.522  0.000
C -3.671 -0.887 -4.140  0.001
C -4.974 -0.941 -3.284  0.000
O -6.150 -0.556 -3.978  0.000
O -3.367 0.424 -4.604  0.000
H -3.935 -1.568 -4.949  0.000
H -2.852 -1.366 -3.604  0.000
H -4.931 -0.348 -2.371  0.000
H -5.139 -2.015 -3.189  0.000
H -6.809 -1.226 -3.779  0.000
H -3.924 1.015 -4.093  0.000
C -0.655 -6.179 4.051  0.000
C -0.442 -6.117 5.608  0.000
O -1.677 -5.995 6.168  0.000
O -1.575 -7.203 3.757  0.000
H 0.310 -6.480 3.643  0.000
H -1.046 -5.275 3.587  0.000
H 0.046 -5.185 5.894  0.000
H -0.074 -7.055 6.023  0.000
H -2.092 -5.169 5.911  0.000
H -2.197 -7.167 4.488  0.000
C 4.475 -5.268 -2.281  0.000
C 3.299 -4.516 -1.575  -0.001
O 3.618 -3.139 -1.357  0.001
O 4.699 -4.780 -3.668  0.001
H 4.332 -6.341 -2.410  0.000
H 5.384 -5.125 -1.698  0.000
H 3.012 -5.060 -0.675  0.000
H 2.427 -4.488 -2.227  0.000
H 3.537 -2.686 -2.199  0.001
H 5.225 -5.444 -4.119  0.000
C 6.139 -1.278 0.455  0.000
C 6.863 -0.664 1.658  0.000
O 6.608 0.716 1.759  0.000
O 4.801 -1.689 0.578  0.000
H 6.634 -2.234 0.290  0.000
H 6.322 -0.742 -0.476  0.000
H 7.923 -0.918 1.647  0.000
H 6.636 -1.189 2.586  0.000
H 5.729 0.954 2.064  0.000
H 4.561 -2.093 -0.259  0.000
C 3.116 -3.830 3.414  0.000
C 4.010 -2.891 4.288  0.000
O 4.228 -1.620 3.669  0.000
O 3.673 -4.028 2.138  0.000
H 2.162 -3.304 3.421  0.000
H 2.951 -4.749 3.977  0.000
H 4.950 -3.419 4.445  0.000
H 3.562 -2.761 5.273  0.000
H 4.552 -1.905 2.811  0.000
H 3.692 -3.212 1.634  0.000
C -2.652 0.685 5.689  0.000
C -1.461 1.305 6.429  0.000
O -0.185 0.864 6.028  0.000
O -2.895 -0.658 6.082  0.000
H -2.284 0.741 4.664  0.000
H -3.574 1.267 5.701  0.000
H -1.612 1.333 7.508  0.000
H -1.524 2.371 6.208  0.000
H -0.096 1.151 5.116  0.000
H -2.799 -0.707 7.036  0.000

Forces on atoms 1 to 6 (eV/Å):
C 0.04 -0.07 0.17
C 0.38 1.40 -0.52
C -0.11 -0.71 1.55
C -0.34 -1.33 0.05
C -0.12 2.26 -0.73
C 1.84 0.96 2.20

Summary:
Largest force on an atom = 0.0724 hartree/bohr
Kohn-Sham gap (spin up / spin down) = 7.7 / 3.4 eV
2S+1 = 2
E = -134155.667 eV
ΔE to the lowest compared entry with this formula, charge and spin = 0.0 kcal per mole
Charge = +1
LUMO energy (spin up / spin down) = -2.2 / -6.5 eV

[2]
Computed, not measured: 2 unconnected molecules or ions with the total composition CHO5S in a non-equilibrium geometry, with ωB97M-V/def2-TZVPD.

Each line ends with the natural charge from an NBO analysis.
Cartesian coordinates (Å):
C -0.106 1.628 1.871  1.071
O -0.492 2.454 1.162  -0.583
O 0.480 1.168 2.750  -0.569
O -1.374 -2.255 0.360  -1.008
O 0.924 -0.840 0.573  -0.946
O -1.299 -0.076 1.408  -1.048
S -0.635 -1.416 1.320  1.645
H 0.355 -0.535 -0.123  0.437

Forces on atoms 1 to 6 (eV/Å):
C 0.43 0.57 0.83
O -0.95 0.69 -1.64
O 0.92 -0.92 1.31
O 0.77 0.31 -0.27
O -1.39 -1.19 0.63
O -0.29 -0.33 -0.43

Summary:
Largest force on an atom = 0.0393 hartree/bohr
Kohn-Sham gap = 8.6 eV
2S+1 = 1
E = -22127.796 eV
ΔE to the lowest compared entry with this formula, charge and spin = 15.8 kcal per mole
Charge = -1
LUMO energy = 3.9 eV

[3]
Computed, not measured: 8 unconnected molecules or ions with the total composition C20H51BNO8S7 in a non-equilibrium geometry, with ωB97M-V/def2-TZVPD.

Each line ends with the Löwdin charge.
Cartesian coordinates (Å):
C 2.426 -3.304 5.046  0.000
B 3.970 -3.134 4.694  -0.386
O 4.698 -4.294 4.282  0.090
C 4.812 -1.747 4.715  -0.043
C 4.547 -0.777 3.622  0.052
C 5.341 0.468 3.614  0.032
C 6.367 0.686 4.670  0.010
C 6.529 -0.323 5.707  -0.005
N 5.769 -1.486 5.691  0.111
H 1.857 -3.276 4.064  0.096
H 2.277 -4.351 5.441  0.091
H 2.012 -2.552 5.765  0.076
H 4.995 -4.061 3.373  0.104
H 3.773 -1.023 2.850  0.132
H 5.171 1.209 2.789  0.112
H 6.981 1.616 4.635  0.122
H 7.278 -0.172 6.522  0.146
H 5.946 -2.169 6.429  0.179
C 2.750 4.218 2.804  -0.271
S 1.885 2.911 1.915  0.831
O 2.741 1.681 1.982  -0.594
C 2.091 3.639 0.280  -0.255
H 2.775 3.956 3.862  0.047
H 3.769 4.313 2.427  0.055
H 2.213 5.159 2.677  0.059
H 3.151 3.776 0.061  0.060
H 1.573 4.598 0.244  0.061
H 1.653 2.966 -0.456  0.036
C -0.603 1.947 -2.598  -0.281
S -1.424 3.545 -2.628  0.838
O -1.079 4.251 -1.351  -0.584
C -3.096 2.902 -2.453  -0.265
H 0.473 2.113 -2.660  0.034
H -0.838 1.423 -1.669  0.060
H -0.925 1.355 -3.454  0.045
H -3.175 2.320 -1.532  0.055
H -3.338 2.277 -3.314  0.054
H -3.789 3.744 -2.410  0.029
C -6.089 7.250 -0.143  -0.275
S -4.673 6.912 -1.208  0.813
O -5.126 5.965 -2.267  -0.560
C -3.750 5.956 0.010  -0.270
H -6.824 7.814 -0.717  0.049
H -6.533 6.312 0.194  0.055
H -5.766 7.844 0.713  0.051
H -4.342 5.100 0.337  0.058
H -3.505 6.592 0.861  0.053
H -2.828 5.603 -0.456  0.016
C 3.482 -0.094 -3.854  -0.269
S 2.066 -0.971 -4.543  0.830
O 0.923 -0.015 -4.584  -0.560
C 1.813 -2.043 -3.124  -0.267
H 3.793 0.671 -4.566  0.050
H 3.203 0.380 -2.911  0.049
H 4.302 -0.796 -3.695  0.053
H 1.641 -1.441 -2.229  0.064
H 2.686 -2.678 -2.987  0.018
H 0.942 -2.666 -3.313  0.019
C 3.354 -4.165 0.732  -0.277
S 3.624 -5.213 -0.714  0.837
O 3.232 -4.419 -1.909  -0.554
C 2.281 -6.362 -0.366  -0.248
H 4.070 -3.342 0.699  0.045
H 2.339 -3.764 0.717  0.064
H 3.515 -4.751 1.640  0.039
H 1.333 -5.823 -0.310  0.048
H 2.478 -6.877 0.576  0.057
H 2.236 -7.092 -1.174  0.057
C -1.708 -3.897 -2.950  -0.255
S -2.028 -3.632 -1.198  0.801
O -1.340 -4.725 -0.446  -0.577
C -3.780 -4.046 -1.271  -0.266
H -0.649 -3.732 -3.135  0.015
H -1.969 -4.921 -3.225  0.064
H -2.293 -3.189 -3.538  0.065
H -3.907 -5.059 -1.654  0.059
H -4.295 -3.331 -1.915  0.052
H -4.190 -3.985 -0.263  0.049
C -7.921 0.098 -2.659  -0.267
S -6.332 0.874 -2.311  0.795
O -5.285 0.087 -3.025  -0.563
C -6.270 0.398 -0.572  -0.268
H -8.147 0.238 -3.716  0.053
H -7.871 -0.968 -2.436  0.057
H -8.696 0.573 -2.057  0.055
H -6.325 -0.688 -0.481  0.053
H -7.100 0.863 -0.039  0.054
H -5.328 0.751 -0.153  0.043

Forces on atoms 1 to 6 (eV/Å):
C 0.32 -0.21 0.12
B 0.04 -1.64 0.16
O -1.16 2.15 -0.64
C -0.20 1.79 -1.47
C 2.23 0.52 2.42
C 0.24 -1.86 1.29

Summary:
Largest force on an atom = 0.0649 hartree/bohr
Kohn-Sham gap = 5.6 eV
2S+1 = 1
E = -115949.055 eV
Charge = +1
LUMO energy = -4.4 eV